Run one
Here is one molecule with the formula CH5NS from the OMol25 dataset. Energies are from ωB97M-V with the def2-TZVPD basis set.

Last column: Mulliken charge in e.
Element x y z (Å)
1 C -0.64832 -0.22123 -0.10223  -0.588
2 N 0.52718 0.58873 -0.34205  -0.368
3 S 2.01857 -0.09520 0.07062  -0.196
4 H -1.27223 -0.29897 -0.98076  0.278
5 H -0.39739 -1.21227 0.31269  0.265
6 H -1.27445 0.37161 0.64445  0.204
7 H 0.81775 0.91173 -1.18366  0.295
8 H 2.51624 0.52883 1.15216  0.111

HOMO   -9.21 eV
Orbital gap   10.258 eV
LUMO   1.043 eV
Net charge   0
M   63.125 g/mol

---

Run two
Here is a 2-piece molecular cluster, CH5NS overall from the OMol25 dataset. Energies are from ωB97M-V with the def2-TZVPD basis set.

Last column: Mulliken charge in e.
Element x y z (Å)
1 C -1.11640 0.33502 -0.63707  -0.321
2 N -1.43453 -0.61254 -1.46980  -0.476
3 H -1.40356 0.16406 0.49846  0.258
4 H -0.53347 1.24515 -0.83562  0.295
5 H -1.31394 -0.19862 -2.49067  0.238
6 S 1.64482 -0.17792 1.08183  -0.265
7 H 1.87445 0.39320 2.21486  0.137
8 H 2.28263 -1.14835 1.63800  0.134

HOMO   -9.83 eV
Orbital gap   10.660 eV
LUMO   0.830 eV
Net charge   0
M   63.125 g/mol

---

Least stable = run two

---

Run one
Here is a 2-piece molecular cluster, C7H16NO overall from the OMol25 dataset. Energies are from ωB97M-V with the def2-TZVPD basis set.

Last column: Mulliken charge in e.
Element x y z (Å)
1 C 1.22853 0.05040 -0.10770  0.420
2 C -2.43677 0.95990 0.68588  0.182
3 C 1.11557 -1.36739 0.45538  -1.164
4 C 3.31271 1.18796 0.39346  -1.008
5 C -2.87629 -0.88456 -0.79332  -1.626
6 C 2.47524 0.55390 -0.76106  -0.619
7 C -2.85644 -0.45587 0.69883  -0.024
8 N 0.13894 0.66723 -0.16178  -0.325
9 O -2.36255 1.85824 -0.21671  -0.385
10 H 1.23698 -2.11433 -0.28090  0.347
11 H 0.30396 -1.63812 1.12897  0.271
12 H 2.10385 -1.51915 0.98857  0.330
13 H 3.03998 2.15105 0.83326  0.303
14 H 4.22448 1.42625 -0.16047  0.309
15 H 3.38318 0.38683 1.08097  0.363
16 H -3.70211 -0.57918 -1.23015  0.560
17 H -2.92126 -1.93998 -0.82898  0.381
18 H -2.02956 -0.57374 -1.36732  0.402
19 H 2.84848 -0.32924 -1.20787  0.344
20 H 2.37695 1.44892 -1.31396  0.354
21 H -2.16383 -0.97624 1.19253  0.235
22 H -3.87233 -0.72045 1.13063  0.346
23 H -2.26131 1.49386 1.72848  0.326
24 H -0.00867 1.56738 -0.58619  0.223
25 H -2.46031 1.52815 -1.20049  0.455

HOMO   -13.06 eV
Orbital gap   8.105 eV
LUMO   -4.955 eV
Net charge   +1
M   130.211 g/mol

---

Run two
Here is a 2-piece molecular cluster, C7H16NO overall from the OMol25 dataset. Energies are from ωB97M-V with the def2-TZVPD basis set.

Last column: Mulliken charge in e.
Element x y z (Å)
1 C -0.79973 0.23100 -1.22803  1.068
2 C -0.30410 0.12800 -0.06038  -0.342
3 C -0.14703 -0.08797 -2.58522  -1.286
4 C -2.08499 1.01215 -1.51382  -1.416
5 C -0.58782 -0.69340 2.01298  -0.786
6 C 0.41238 1.40169 1.82870  -1.062
7 C 2.54952 -1.77625 -0.16870  -0.738
8 N -0.67197 0.55913 1.26240  0.094
9 O 1.78643 -0.97001 0.60317  -0.451
10 H 0.88653 -0.25315 -2.30337  0.289
11 H -0.29136 0.84495 -3.08629  0.468
12 H -0.58818 -1.01397 -2.84387  0.396
13 H -2.56050 1.28921 -0.63941  0.396
14 H -1.99266 1.94429 -1.99101  0.416
15 H -2.75421 0.44652 -2.34023  0.322
16 H -0.62232 -0.57274 3.11670  0.411
17 H -1.57891 -1.27750 1.90818  0.357
18 H 0.28983 -1.32228 1.77472  0.306
19 H 0.26439 1.97902 2.81972  0.364
20 H 1.25385 0.86242 1.98125  0.419
21 H 0.72815 2.15366 1.23712  0.475
22 H 3.29007 -1.35464 -0.88957  0.259
23 H 1.83604 -2.25659 -0.79184  0.332
24 H 3.14895 -2.43626 0.46532  0.289
25 H -1.46234 1.16271 1.43146  0.420

HOMO (spin up / spin down)   -13.26 / -13.23 eV
Orbital gap (spin up / spin down)   7.158 / 7.123 eV
LUMO (spin up / spin down)   -6.106 / -6.105 eV
Net charge   +1
M   130.211 g/mol

---

Least stable = run two

---

Run one
Here is a 2-piece molecular cluster, C6H15NO overall from the OMol25 dataset. Energies are from ωB97M-V with the def2-TZVPD basis set.

Last column: Mulliken charge in e.
Element x y z (Å)
1 C -1.09955 0.34685 -1.10156  -1.208
2 C 0.04474 1.24917 -1.58037  -0.696
3 C 1.42646 1.01884 -0.80227  -1.218
4 C 0.59829 0.53238 2.99974  -1.186
5 C 1.39830 0.24678 1.72796  -0.429
6 C 1.06270 0.93202 0.65108  0.005
7 N -2.16667 1.09626 -0.31189  -0.653
8 H -1.62286 -0.25219 -1.82593  0.665
9 H -0.72019 -0.41190 -0.42321  0.486
10 H 0.25289 0.98401 -2.61400  0.460
11 H -0.24874 2.28681 -1.39524  0.411
12 H 1.87617 0.17962 -1.36636  0.644
13 H 2.14373 1.84192 -0.94919  0.295
14 H 0.22280 1.56379 2.97590  0.319
15 H -0.32414 -0.11225 3.04154  0.257
16 H 1.21503 0.24078 3.87211  0.417
17 H 2.20173 -0.47328 1.95055  0.614
18 H 0.17170 1.53784 0.75070  -0.100
19 H -2.43638 1.89021 -0.88180  0.241
20 H -1.73217 1.47031 0.52086  0.305
21 H -0.05541 -4.29029 -1.93685  0.761
22 H -0.53112 -5.03966 -0.62640  0.769
23 O -0.78597 -4.37101 -1.29534  -2.160

HOMO (spin up / spin down)   1.23 / -6.49 eV
Orbital gap (spin up / spin down)   2.179 / 9.830 eV
LUMO (spin up / spin down)   3.409 / 3.339 eV
Net charge   -1
M   117.192 g/mol
2S+1   2
⟨S²⟩   0.75

---

Run two
Here is a 2-piece molecular cluster, C6H15NO overall from the OMol25 dataset. Energies are from ωB97M-V with the def2-TZVPD basis set.

Last column: Mulliken charge in e.
Element x y z (Å)
1 C 0.20138 1.20338 0.55710  -1.082
2 N -0.96133 0.71412 -0.21456  -0.124
3 C -1.27210 -0.65920 0.11494  -0.694
4 C -1.77313 -0.80983 1.57641  -1.260
5 C -0.52423 0.78110 -1.64096  -0.747
6 C 0.99327 0.63435 -1.68884  -0.934
7 C 1.48128 1.21688 -0.34059  -1.065
8 H 0.06207 2.24006 0.87182  0.246
9 H 0.48527 0.60648 1.42478  0.549
10 H -0.64647 -1.49468 -0.20975  0.254
11 H -2.18761 -0.88606 -0.47377  0.423
12 H -2.84702 -1.02782 1.55362  0.374
13 H -1.68151 0.10354 2.15443  0.399
14 H -1.33772 -1.71174 2.00204  0.324
15 H -0.81450 1.72422 -2.11614  0.424
16 H -1.03904 -0.03710 -2.14672  0.327
17 H 1.44016 1.18899 -2.51232  0.472
18 H 1.20363 -0.43956 -1.70009  0.418
19 H 1.91139 2.19812 -0.53784  0.559
20 H 2.22359 0.54301 0.09353  0.474
21 H 1.95835 -1.99398 1.90327  0.502
22 H 2.03388 -1.99904 0.43093  0.192
23 O 1.41068 -2.29260 1.15230  -1.033

HOMO (spin up / spin down)   0.85 / -5.33 eV
Orbital gap (spin up / spin down)   3.049 / 9.062 eV
LUMO (spin up / spin down)   3.894 / 3.735 eV
Net charge   -1
M   117.192 g/mol
2S+1   2
⟨S²⟩   0.75

---

Run three
Here is a 2-piece molecular cluster, C6H15NO overall from the OMol25 dataset. Energies are from ωB97M-V with the def2-TZVPD basis set.

Last column: Mulliken charge in e.
Element x y z (Å)
1 C 1.62755 0.80680 -0.41902  -0.495
2 C 0.66320 1.39054 0.62126  -0.474
3 C -0.77678 1.43965 0.09100  -1.457
4 C -2.64790 -1.74512 1.34672  -1.635
5 C -1.88882 -0.45249 1.26493  0.163
6 C -1.51071 0.14003 0.13128  -0.914
7 N 2.63867 -0.14952 0.10280  -0.902
8 H 1.05734 0.14911 -1.08177  -0.398
9 H 2.11364 1.53625 -1.06713  0.727
10 H 0.79140 0.84623 1.55327  0.222
11 H 0.98103 2.42079 0.84760  0.417
12 H -1.34601 2.22505 0.59680  0.540
13 H -0.71219 1.79210 -0.94733  0.380
14 H -2.27609 -2.53154 0.67028  0.535
15 H -2.50521 -2.18055 2.34376  0.320
16 H -3.71412 -1.63781 1.17180  0.342
17 H -1.55600 -0.05024 2.22164  0.436
18 H -1.66986 -0.36040 -0.80842  0.654
19 H 2.27086 -0.58573 0.94806  0.325
20 H 3.44653 0.35498 0.44850  0.352
21 H 2.03713 -0.83322 -2.68252  0.399
22 H 1.06343 -1.50827 -3.74366  0.627
23 O 1.91291 -1.06664 -3.60983  -1.166

HOMO (spin up / spin down)   1.29 / -5.60 eV
Orbital gap (spin up / spin down)   2.687 / 9.428 eV
LUMO (spin up / spin down)   3.979 / 3.831 eV
Net charge   -1
M   117.192 g/mol
2S+1   2
⟨S²⟩   0.75

---

Least stable = run one

---

Run one
Here is one molecule with the formula C7H6BrF3S from the OMol25 dataset. Energies are from ωB97M-V with the def2-TZVPD basis set.

Last column: Mulliken charge in e.
Element x y z (Å)
1 F -1.89975 -0.98782 -0.80926  -0.254
2 C -1.12326 -0.26998 -1.66836  0.146
3 F -0.82555 -1.19909 -2.67863  -0.299
4 C 0.04968 0.53354 -1.12953  0.837
5 C 1.14178 -0.40699 -0.65306  -0.895
6 C 1.49504 -0.58734 0.63255  -0.813
7 C 0.70786 -0.06972 1.68131  0.636
8 F 1.41523 0.06318 2.85911  -0.339
9 S -0.58468 -1.48018 2.20495  -0.233
10 C -0.02866 1.11087 1.27599  -0.502
11 C -0.39131 1.24829 0.01923  -0.267
12 Br -1.58280 2.82302 -0.25800  -0.182
13 H -1.86514 0.32476 -2.15390  0.257
14 H 0.40429 1.15721 -1.97346  0.411
15 H 1.86828 -0.70732 -1.35453  0.411
16 H 2.37070 -1.11617 0.77815  0.516
17 H -0.95936 -2.15119 1.04898  0.155
18 H -0.19233 1.71493 2.17845  0.415

HOMO   -9.29 eV
Orbital gap   9.178 eV
LUMO   -0.115 eV
Net charge   0
M   259.090 g/mol

---

Run two
Here is C7H6BrF3S as an isolated structure from the OMol25 dataset. Energies are from ωB97M-V with the def2-TZVPD basis set.

Last column: Mulliken charge in e.
Element x y z (Å)
1 C 1.52486 1.12353 0.35039  -0.297
2 C 1.69201 0.18751 -0.58717  -0.780
3 C -0.45509 0.23401 1.60139  -0.350
4 C 0.55429 1.09086 1.41870  0.551
5 C -0.92716 -0.69881 0.58165  -0.585
6 C 0.85123 -0.99543 -0.80214  0.230
7 C -1.95449 -0.15152 -0.36616  0.258
8 F 0.82471 1.97788 2.40408  -0.317
9 F -1.55652 1.03159 -0.90183  -0.267
10 F -3.12321 0.11061 0.28411  -0.290
11 S 0.21898 -1.23669 -2.43826  -0.206
12 Br 1.65920 -2.63195 -0.15872  -0.077
13 H 2.23545 1.93746 0.40814  0.397
14 H 2.56152 0.24349 -1.23454  0.422
15 H -1.00523 0.26509 2.53567  0.396
16 H -1.15736 -1.70247 0.91923  0.453
17 H -2.19694 -0.83037 -1.20000  0.283
18 H 0.25375 0.04521 -2.81454  0.179

HOMO   -8.59 eV
Orbital gap   8.225 eV
LUMO   -0.366 eV
Net charge   0
M   259.090 g/mol

---

Least stable = run two

---

Run one
Here is one molecule with the formula CH6NOP from the OMol25 dataset. Energies are from ωB97M-V with the def2-TZVPD basis set.

Last column: Mulliken charge in e.
Element x y z (Å)
1 C -1.63761 -0.22135 -0.13851  -0.565
2 O -0.47842 0.56697 -0.33479  -0.310
3 P 1.05101 0.39758 0.09658  0.362
4 N 1.74767 -0.98546 -0.16550  -0.619
5 H -1.35371 -1.28702 -0.17268  0.288
6 H -2.11127 -0.04232 0.82689  0.271
7 H -2.32558 -0.04378 -0.95897  0.230
8 H 1.00599 0.90335 1.41476  0.080
9 H 1.36376 1.58815 -0.57519  0.051
10 H 2.73817 -0.87612 0.00741  0.212

HOMO   -9.10 eV
Orbital gap   10.039 eV
LUMO   0.936 eV
Net charge   0
M   79.039 g/mol

---

Run two
Here is a 2-piece molecular cluster, CH6NOP overall from the OMol25 dataset. Energies are from ωB97M-V with the def2-TZVPD basis set.

Last column: Mulliken charge in e.
Element x y z (Å)
1 C -1.70230 0.78746 -0.15238  -0.890
2 N 1.09954 -1.33243 -0.28337  -0.491
3 O 1.80667 1.20159 -0.19200  -0.553
4 P 0.81274 0.22769 0.29593  0.520
5 H -2.22636 1.47765 0.54606  0.302
6 H -1.43763 1.31116 -1.13551  0.255
7 H -1.93439 -0.31948 -0.34699  0.286
8 H 0.78469 -2.03380 0.36904  0.240
9 H 1.94326 -1.46987 -0.79092  0.263
10 H 0.85378 0.15003 1.69014  0.067

HOMO   -8.73 eV
Orbital gap   8.961 eV
LUMO   0.227 eV
Net charge   0
M   79.039 g/mol

---

Least stable = run two

---

Run one
Here is a 2-piece molecular cluster, CH6NOP overall from the OMol25 dataset. Energies are from ωB97M-V with the def2-TZVPD basis set.

Last column: Mulliken charge in e.
Element x y z (Å)
1 C -2.32823 0.45176 -0.43039  -0.045
2 N 0.94770 -0.47984 0.29514  -0.464
3 O -1.65061 0.05701 0.53129  -0.499
4 P 2.10320 1.00182 -0.11014  -0.209
5 H -2.20383 0.04719 -1.40366  0.250
6 H -3.08541 1.29798 -0.22546  0.235
7 H 0.08951 -0.20787 -0.17457  0.242
8 H 1.44432 -1.33448 -0.06123  0.337
9 H 0.82855 -0.53213 1.25772  0.310
10 H 1.39989 1.06739 -1.25613  -0.158

HOMO   -6.19 eV
Orbital gap   6.026 eV
LUMO   -0.160 eV
Net charge   0
M   79.039 g/mol

---

Run two
Here is one molecule with the formula CH6NOP from the OMol25 dataset. Energies are from ωB97M-V with the def2-TZVPD basis set.

Last column: Mulliken charge in e.
Element x y z (Å)
1 C 1.44659 -0.12986 0.24252  -0.722
2 N 0.00667 -0.21452 0.63593  -0.321
3 P -1.36645 0.03414 -0.37625  0.433
4 O -2.64895 -0.03139 0.31674  -0.578
5 H 1.80925 0.74286 -0.27916  0.292
6 H 1.99172 -0.44209 1.18918  0.284
7 H 1.60703 -0.91262 -0.50681  0.294
8 H -0.19862 0.48063 1.28966  0.252
9 H -1.43133 1.18698 -1.07491  0.039
10 H -1.21590 -0.71411 -1.43690  0.027

HOMO   -10.30 eV
Orbital gap   11.081 eV
LUMO   0.785 eV
Net charge   0
M   79.039 g/mol

---

Run three
Here is one molecule with the formula CH6NOP from the OMol25 dataset. Energies are from ωB97M-V with the def2-TZVPD basis set.

Last column: Mulliken charge in e.
Element x y z (Å)
1 C 0.28452 1.17162 -0.70590  -0.739
2 P 0.43890 0.31713 0.92535  0.326
3 N -0.87603 -1.11389 0.63728  -0.706
4 O 1.44451 -0.90495 0.44426  -0.520
5 H 0.16100 2.29452 -0.54680  0.292
6 H -0.63661 0.69558 -1.32565  0.229
7 H 1.22628 1.02762 -1.17404  0.263
8 H -1.87665 -1.01436 0.54363  0.191
9 H -0.87344 -1.81982 1.37161  0.208
10 H 0.83574 -1.48855 -0.01559  0.456

HOMO   -9.13 eV
Orbital gap   10.098 eV
LUMO   0.970 eV
Net charge   0
M   79.039 g/mol

---

Least stable = run one